(1)
C24H31N5S2 | the ωB97M-V functional and the def2-TZVPD basis

Properties
Total energy: -2003.28632 hartree
HOMO level: -8.364 eV
Maximum force: 0.9 eV/A
Energy above the lowest of the compared OMol25 structures with the same formula, charge and spin: 0.0279 eV
LUMO: 0.5 eV

Structure (ORCA input):
```
! wB97M-V def2-TZVPD RIJCOSX def2/J DEFGRID3
* xyz 0 1
C 2.44 3.10 -0.07
C 2.92 3.14 1.38
C 2.24 2.11 2.27
C 0.78 2.42 2.60
H 0.63 3.48 2.76
H 0.47 1.87 3.49
S -0.43 1.99 1.31
C -0.42 0.14 1.36
N 0.82 -0.37 0.88
C 0.70 -0.77 -0.32
N 1.71 -1.24 -1.06
H 1.51 -1.71 -1.93
H 2.59 -1.41 -0.61
C -0.70 -0.60 -0.92
C -1.08 -1.79 -1.63
N -1.32 -2.76 -2.19
C -1.52 -0.36 0.37
C -2.03 -1.64 0.83
N -2.44 -2.65 1.18
C -2.69 0.55 0.19
C -2.97 1.14 -0.98
N -2.16 0.96 -2.08
H -2.31 1.61 -2.84
C -0.76 0.65 -1.84
C -0.04 0.41 -3.14
C 1.27 0.86 -3.30
C 1.94 0.62 -4.49
C 1.32 -0.06 -5.52
C 0.01 -0.50 -5.36
C -0.66 -0.26 -4.18
H -1.68 -0.60 -4.06
H -0.48 -1.02 -6.17
H 1.85 -0.25 -6.44
H 2.96 0.97 -4.60
H 1.75 1.40 -2.50
H -0.27 1.46 -1.28
C -4.19 1.98 -1.20
H -4.82 1.98 -0.32
H -4.76 1.59 -2.04
H -3.90 3.01 -1.42
H -3.34 0.66 1.05
S -0.76 -0.37 3.10
C 0.19 -1.91 3.27
C 1.64 -1.66 3.61
C 2.40 -2.97 3.81
C 3.87 -2.72 4.14
H 4.40 -3.66 4.27
H 3.96 -2.15 5.05
H 4.35 -2.16 3.34
H 1.94 -3.54 4.61
H 2.33 -3.57 2.89
H 2.10 -1.09 2.80
H 1.70 -1.06 4.52
H 0.07 -2.48 2.35
H -0.32 -2.44 4.07
H 2.29 1.12 1.80
H 2.78 2.05 3.22
H 4.00 2.95 1.40
H 2.75 4.14 1.79
H 3.01 3.79 -0.68
H 2.57 2.09 -0.47
H 1.39 3.37 -0.13
*
```


(2)
C24H32AgBrN2O5S4 | the ωB97M-V functional and the def2-TZVPD basis

Properties
Total energy: -5733.19855 hartree
HOMO level: 0.396 eV
Maximum force: 2.6 eV/A
LUMO: 3.6 eV

Structure (ORCA input):
```
! wB97M-V def2-TZVPD RIJCOSX def2/J DEFGRID3
* xyz -2 1
Ag 0.86 2.32 1.71
C -1.82 6.04 3.26
C -1.08 5.00 2.45
S -0.52 3.65 3.42
C -0.90 5.14 1.12
C -1.47 6.30 0.34
S -0.03 4.04 0.06
H -1.83 5.75 4.30
H -2.85 6.17 2.92
H -1.32 7.02 3.19
H -1.80 7.10 0.99
H -2.32 5.95 -0.26
H -0.71 6.67 -0.35
C -1.75 -1.55 4.58
C -0.42 -0.87 4.58
C 0.52 -1.11 5.58
C 1.76 -0.48 5.51
C 1.98 0.35 4.43
Br 3.67 1.20 4.34
N 1.12 0.58 3.47
C -0.06 -0.02 3.54
H -1.88 -2.14 5.49
H -1.83 -2.21 3.72
H -2.55 -0.81 4.51
H 0.29 -1.78 6.40
H 2.52 -0.63 6.26
H -0.74 0.18 2.72
C -4.74 -2.34 -6.26
C -3.88 -2.89 -5.17
C -4.43 -3.61 -4.10
C -3.63 -4.12 -3.10
C -2.26 -3.91 -3.14
C -1.69 -3.17 -4.19
C -2.49 -2.67 -5.18
S -1.19 -4.60 -1.92
O -0.12 -5.32 -2.58
O -1.99 -5.37 -0.99
N -0.51 -3.25 -1.24
C 0.83 -3.35 -0.71
C 1.46 -1.97 -0.59
C 0.66 -1.07 0.41
O -0.23 -1.59 1.07
O 1.02 0.14 0.43
H -5.75 -2.76 -6.23
H -4.31 -2.56 -7.24
H -4.83 -1.26 -6.18
H -5.50 -3.78 -4.07
H -4.04 -4.68 -2.27
H -0.62 -3.02 -4.19
H -2.07 -2.10 -5.99
H -1.11 -2.79 -0.56
H 1.39 -3.98 -1.40
H 0.83 -3.82 0.28
H 1.49 -1.47 -1.56
H 2.49 -2.05 -0.22
O 3.13 1.49 1.46
S 3.25 0.56 0.33
C 5.08 0.75 -0.10
C 5.20 2.02 -0.91
C 4.05 1.97 -1.91
C 2.80 1.56 -1.15
H 5.36 -0.12 -0.70
H 5.65 0.77 0.82
H 6.17 2.11 -1.42
H 5.09 2.88 -0.25
H 4.29 1.23 -2.68
H 3.91 2.94 -2.40
H 2.13 0.95 -1.75
H 2.23 2.39 -0.75
*
```


(3)
C24H32ClN5O4 | the ωB97M-V functional and the def2-TZVPD basis

Properties
Total energy: -1968.68548 hartree
HOMO level: -7.960 eV
Maximum force: 0.9 eV/A
Energy above the lowest of the compared OMol25 structures with the same formula, charge and spin: 0.0000 eV
LUMO: 0.4 eV

Structure (ORCA input):
```
! wB97M-V def2-TZVPD RIJCOSX def2/J DEFGRID3
* xyz 0 1
C -0.37 -6.00 -1.88
C -0.01 -5.54 -0.48
H 0.43 -6.35 0.11
H -0.90 -5.18 0.05
O 0.93 -4.47 -0.58
C 1.48 -4.07 0.58
O 1.19 -4.55 1.66
N 2.42 -3.12 0.41
C 2.66 -2.42 -0.83
H 2.19 -2.97 -1.65
C 2.09 -1.00 -0.75
H 2.32 -0.46 -1.67
H 1.01 -1.06 -0.62
C 2.73 -0.27 0.44
N 2.24 1.08 0.62
C 2.73 2.09 -0.13
C 2.49 3.47 -0.15
N 1.78 4.31 0.62
H 1.77 5.28 0.34
C 1.28 3.95 1.92
C -0.20 3.53 1.93
N -0.44 2.33 1.14
C -1.42 1.44 1.75
C -1.58 0.18 0.89
N -1.99 0.49 -0.46
C -3.33 0.59 -0.79
C -3.72 0.71 -2.13
C -5.05 0.76 -2.49
C -6.05 0.67 -1.54
C -5.68 0.53 -0.21
C -4.35 0.50 0.17
H -4.13 0.40 1.22
Cl -6.90 0.42 1.01
H -7.09 0.71 -1.82
H -5.31 0.85 -3.53
H -2.97 0.75 -2.90
C -1.04 1.40 -1.07
H -1.36 1.68 -2.06
C -0.88 2.66 -0.22
H -0.13 3.31 -0.68
H -1.84 3.20 -0.20
H -0.07 0.89 -1.14
H -2.27 -0.52 1.35
H -0.60 -0.31 0.82
H -1.06 1.16 2.75
H -2.40 1.94 1.86
H -0.47 3.33 2.97
H -0.82 4.37 1.58
H 1.88 3.12 2.30
H 1.40 4.80 2.59
C 3.35 3.66 -1.33
O 3.57 4.58 -2.08
C 3.71 2.18 -1.22
O 4.49 1.41 -1.74
H 1.32 1.23 1.02
C 2.49 -1.06 1.73
H 2.99 -0.58 2.57
C 3.02 -2.49 1.57
H 2.77 -3.10 2.44
H 4.10 -2.47 1.44
H 1.42 -1.10 1.94
H 3.81 -0.20 0.26
H 3.74 -2.37 -1.01
H 0.53 -6.34 -2.40
H -1.08 -6.81 -1.83
H -0.80 -5.17 -2.45
*
```


(4)
C24H32HgIN3 | the ωB97M-V functional and the def2-TZVPD basis

Properties
Total energy: -1548.95580 hartree
HOMO level (alpha / beta): -7.451 / -8.154 eV
Maximum force: 3.9 eV/A
Energy above the lowest of the compared OMol25 structures with the same formula, charge and spin: 0.0000 eV
LUMO (alpha / beta): -2.3 / -0.9 eV

Structure (ORCA input):
```
! wB97M-V def2-TZVPD RIJCOSX def2/J DEFGRID3
* xyz 0 1
C -3.88 -2.04 -1.54
C -2.47 1.63 -1.64
H -4.41 -1.95 -2.51
H -4.63 -1.68 -0.78
H -3.74 -3.13 -1.32
H -2.38 2.06 -2.63
H -3.62 1.56 -1.50
H -2.18 2.34 -0.89
C 0.01 -2.85 -2.52
C 1.11 -3.65 -2.85
C 2.24 -3.01 -3.37
C 2.18 -1.61 -3.49
H -0.87 -3.34 -2.12
H 1.09 -4.72 -2.70
H 3.13 -3.57 -3.66
H 3.06 -1.07 -3.88
N -0.06 -1.52 -2.60
C 1.03 -0.87 -3.06
C 1.04 0.64 -3.05
N 0.08 1.27 -2.34
C 0.12 2.60 -2.25
C 2.08 2.79 -3.60
C 1.05 3.41 -2.88
H -0.66 3.07 -1.65
H 0.95 4.49 -2.82
C 2.07 1.40 -3.68
H 2.85 0.88 -4.21
H 2.87 3.39 -4.06
Hg -2.46 -0.39 -1.30
I -1.34 -2.15 0.72
C -0.63 -1.90 5.03
C -0.94 -0.89 3.96
C -2.25 -0.47 3.77
C -2.56 0.48 2.79
C -4.00 0.88 2.58
C -1.55 1.01 2.01
C -0.17 0.57 2.11
C 0.08 -0.39 3.16
N 0.70 1.04 1.24
C 2.16 0.78 1.22
C 2.84 1.17 2.52
C 2.49 -0.68 0.89
C 2.74 1.63 0.10
H -0.67 -1.44 6.03
H -1.37 -2.71 5.02
H 0.36 -2.33 4.89
H -3.05 -0.89 4.37
H -4.64 -0.02 2.45
H -4.38 1.43 3.45
H -4.11 1.52 1.69
H -1.78 1.75 1.23
H 1.08 -0.79 3.26
H 2.55 0.53 3.36
H 3.93 1.11 2.40
H 2.58 2.20 2.78
H 2.02 -0.97 -0.06
H 3.58 -0.79 0.80
H 2.12 -1.37 1.66
H 2.32 1.34 -0.87
H 2.49 2.69 0.26
H 3.83 1.52 0.06
*
```


- Which of these has the lowest total energy?
  C24H32AgBrN2O5S4


- Look up the maximum force of the second one.
  2.6 eV/A